# 1
Entry from the OMol25 dataset: the molecule C8H11NO2 (ωB97M-V with the def2-TZVPD basis set).

Computed properties:
Structure (SMILES) = C=C(C)CC/C(O)=C(/O)C#N
LUMO level = 0.0125 Eh
Gap between HOMO and LUMO = 9.05 eV
Energy relative to the best compared isomer or geometry (same formula, charge and spin) = 46.22 kcal per mole

Geometry as ORCA input:
```
! RIJCOSX wB97M-V def2-TZVPD def2/J DEFGRID3
* xyz 0 1
C -2.064 -2.630 -0.361
C -0.095 -1.669 -1.344
C 0.570 -1.400 -0.028
C 0.997 0.066 0.220
C -1.283 -2.300 -1.490
C -0.137 1.030 0.470
C -0.456 1.966 -0.409
C -0.848 0.867 1.776
N -2.693 -2.870 0.568
O 0.581 -1.343 -2.495
O -1.818 -2.612 -2.710
H -0.087 -1.733 0.774
H 1.480 -2.014 0.018
H 1.642 0.056 1.103
H 1.594 0.432 -0.619
H 0.071 2.085 -1.342
H -1.257 2.662 -0.229
H 1.377 -0.852 -2.269
H -1.676 1.566 1.864
H -0.153 1.043 2.596
H -1.239 -0.146 1.876
H -1.202 -2.302 -3.388
*
```

=====

# 2
Entry from the OMol25 dataset: the molecule C3H6N2 (ωB97M-V with the def2-TZVPD basis set).

Computed properties:
Structure (SMILES) = C=C1CN1N
LUMO level (alpha / beta) = 0.0292 / 0.0293 Eh
Gap between HOMO and LUMO (alpha / beta) = 8.47 / 8.47 eV
Energy relative to the best compared isomer or geometry (same formula, charge and spin) = 144.10 kcal per mole

Geometry as ORCA input:
```
! RIJCOSX wB97M-V def2-TZVPD def2/J DEFGRID3
* xyz 0 1
C -0.537 -0.115 0.300
C -2.054 0.394 -0.223
C 0.287 -1.238 -0.068
N 0.753 0.083 0.506
N 1.734 0.889 -0.019
H -2.461 1.329 0.203
H -2.584 -0.591 -0.227
H 0.499 -2.082 0.596
H 0.401 -1.477 -1.182
H 1.663 1.759 -0.616
H 2.301 1.047 0.731
*
```

=====

# 3
Entry from the OMol25 dataset: a structure of composition C40H66NO2P2SbSe4Si2Ti (ωB97M-V with the def2-TZVPD basis set).

Computed properties:
LUMO level (alpha / beta) = 0.0676 / 0.0140 Eh
Gap between HOMO and LUMO (alpha / beta) = 6.64 / 5.12 eV
Energy relative to the best compared isomer or geometry (same formula, charge and spin) = 0.00 kcal per mole

Geometry as ORCA input:
```
! RIJCOSX wB97M-V def2-TZVPD def2/J DEFGRID3
* xyz -1 2
Ti 14.863 13.370 10.016
C 16.081 12.401 13.355
Si 14.195 12.398 12.881
C 13.683 14.077 13.520
C 13.084 14.121 14.739
C 12.790 15.310 15.380
C 13.281 16.512 14.805
C 13.947 16.506 13.587
C 14.127 15.295 12.885
P 14.527 15.558 11.080
C 13.053 16.498 10.443
C 11.775 15.737 10.712
C 10.586 16.313 9.906
C 10.310 17.736 10.243
C 11.608 18.603 10.002
C 12.862 18.015 10.736
C 15.843 16.850 10.860
C 16.431 16.707 9.399
C 17.517 17.858 9.236
C 18.429 18.133 10.502
C 18.316 17.069 11.578
C 16.888 16.661 11.971
C 13.559 11.014 13.908
C 13.917 11.015 15.299
C 13.461 10.070 16.206
C 12.893 8.894 15.716
C 12.801 8.725 14.340
C 12.879 9.817 13.463
P 11.781 9.661 12.001
C 10.173 9.099 13.043
C 8.997 8.807 12.103
C 8.499 10.000 11.337
C 8.750 11.270 12.103
C 8.623 11.014 13.626
C 9.776 10.105 14.130
C 12.511 8.212 11.146
C 12.782 8.675 9.714
C 13.345 7.486 8.827
C 13.341 6.119 9.463
C 12.032 5.826 10.137
C 11.589 6.973 11.060
H 16.649 11.495 13.052
H 16.206 12.656 14.458
H 16.629 13.174 12.811
H 12.836 13.184 15.249
H 12.301 15.325 16.360
H 13.042 17.444 15.315
H 14.319 17.487 13.204
H 13.309 16.437 9.336
H 11.494 15.954 11.757
H 11.919 14.673 10.694
H 9.696 15.750 10.156
H 10.836 16.389 8.807
H 10.025 17.812 11.292
H 9.525 18.270 9.726
H 11.382 19.625 10.318
H 11.813 18.745 8.958
H 12.681 18.122 11.830
H 13.721 18.672 10.566
H 15.313 17.855 10.946
H 15.633 16.930 8.671
H 16.751 15.706 9.167
H 17.128 18.820 8.804
H 18.201 17.431 8.503
H 18.136 19.071 11.006
H 19.468 18.252 10.093
H 18.760 17.414 12.564
H 18.872 16.187 11.316
H 16.561 17.225 12.837
H 17.006 15.659 12.351
H 14.491 11.886 15.673
H 13.569 10.259 17.276
H 12.609 8.091 16.375
H 12.560 7.678 13.976
H 10.565 8.149 13.505
H 8.170 8.495 12.761
H 9.244 7.999 11.441
H 7.383 9.878 11.094
H 8.990 10.167 10.337
H 7.941 12.047 11.871
H 9.765 11.677 11.946
H 7.665 10.391 13.828
H 8.549 11.902 14.175
H 9.467 9.486 15.016
H 10.580 10.805 14.424
H 13.503 7.957 11.591
H 13.476 9.525 9.759
H 11.843 9.107 9.344
H 14.325 7.777 8.481
H 12.847 7.539 7.846
H 14.197 6.042 10.100
H 13.588 5.514 8.583
H 12.118 4.871 10.687
H 11.260 5.561 9.390
H 11.322 6.572 12.059
H 10.689 7.438 10.643
O 13.948 12.360 11.275
N 16.577 13.103 10.033
Se 9.857 13.576 8.168
Sb 11.971 14.162 6.939
Se 14.132 12.766 7.721
Se 12.010 13.269 4.604
Se 12.857 16.516 7.045
O 9.797 15.827 13.657
H 10.015 15.805 14.619
H 9.113 15.106 13.543
C 19.056 12.025 11.606
Si 18.061 12.198 10.055
C 19.252 12.946 8.774
C 17.512 10.543 9.402
H 20.146 12.102 11.584
H 18.756 11.040 12.022
H 18.796 12.794 12.341
H 20.303 12.716 8.891
H 19.137 14.036 8.727
H 19.123 12.533 7.731
H 17.355 10.444 8.320
H 16.500 10.397 9.816
H 18.133 9.647 9.644
*
```

=====

Going through the records in order, we get electronic energy values of -516.6249; -227.1952; -13726.3464 Ha.